A:
C4H14N2O2 as an isolated structure, computed with ωB97M-V with the def2-TZVPD basis set.

## Properties
Kohn-Sham gap ... 3.66 eV
E_LUMO ... -4.37 eV

Structure (ORCA input):
```
! RIJCOSX wB97M-V def2-TZVPD def2/J DEFGRID3
* xyz 0 1
C -0.74390 1.31040 -0.47632
C -0.37161 0.84764 0.95642
C 0.11795 -0.60723 1.03271
C 1.66114 -0.66799 0.95661
N 2.08052 0.25423 -0.05712
N -1.63670 0.45288 -1.19061
H 0.15621 1.23303 -1.07662
H -1.17209 2.32266 -0.43778
H 0.44449 1.40208 1.43762
H -1.28453 1.05801 1.51655
H -0.37310 -1.26413 1.74546
H 1.83843 -1.70596 0.63163
H 3.04574 0.56346 0.03737
H 1.61089 -0.28427 -1.18835
H -1.17123 0.11997 -2.02891
H -0.24430 -1.06097 0.09637
H 1.56467 -0.95200 -2.74508
H 2.01039 -0.28849 1.91918
O 0.96289 -0.82607 -1.97589
H -3.55868 -0.86286 0.81298
H -2.33173 -0.17634 -0.71303
O -2.60543 -0.86804 0.74680
*
```

B:
C4H14N2O2 as an isolated structure, computed with ωB97M-V with the def2-TZVPD basis set.

## Properties
Kohn-Sham gap ... 7.88 eV
E_LUMO ... -1.14 eV

Structure (ORCA input):
```
! RIJCOSX wB97M-V def2-TZVPD def2/J DEFGRID3
* xyz 0 1
C 0.63540 1.10023 1.16983
C 1.95549 0.99286 0.44582
C 2.24070 -0.36354 -0.18441
O 1.54420 -0.50813 -1.42627
N -0.91172 0.03719 -0.08440
C -1.91605 1.07677 -0.06082
N -2.96704 0.65961 -0.95073
H 0.69223 0.85489 2.22495
H 0.17330 2.03094 0.88302
H 2.76155 1.11636 1.17937
H 2.08816 1.72862 -0.33608
H 1.96664 -1.18813 0.48055
H 3.25972 -0.55406 -0.51787
H 0.59636 -0.36307 -1.24346
H -0.07233 0.18642 0.67018
H -2.27750 1.20679 0.96681
H -1.58040 2.07166 -0.36812
H -3.38976 -0.15601 -0.51454
H -2.54210 0.36449 -1.82450
H -0.57139 -3.06283 0.18573
H -0.38751 -1.61489 0.59858
O -0.40193 -2.51975 0.96612
*
```

C:
A 2-piece molecular cluster, C4H14N2O2 overall, computed with ωB97M-V with the def2-TZVPD basis set.

## Properties
Kohn-Sham gap ... 9.18 eV
E_LUMO ... 0.34 eV

Structure (ORCA input):
```
! RIJCOSX wB97M-V def2-TZVPD def2/J DEFGRID3
* xyz 0 1
C -1.52272 1.46275 0.71940
O -2.68346 0.79859 1.32340
C -0.24106 0.65786 1.04334
C 0.97848 0.93490 0.05988
C 1.56058 -0.49721 -0.47200
N 2.65140 -1.14820 0.42648
N -0.61728 -0.72912 0.77099
H -1.58896 2.50598 1.12535
H -1.80309 1.64063 -0.26658
H 0.20672 0.73820 2.09899
H 0.74079 1.46444 -0.83923
H 1.67870 1.47984 0.78277
H 0.82283 -1.31676 -0.76939
H 1.98856 -0.33660 -1.47685
H 2.99147 -1.91727 -0.14221
H 2.17243 -1.64433 1.24294
H -2.54519 -0.12189 1.30653
H 0.13151 -1.33438 0.93093
H -0.99038 -0.80935 -0.17040
H -1.70995 0.03458 -2.91478
H -0.84287 -1.25923 -2.56693
O -1.37850 -0.60343 -2.21263
*
```

Which structure is most stable, and how do the rest compare? From most to least stable: C, B, A.

A:
C4H14N2O2 as an isolated structure, computed with ωB97M-V with the def2-TZVPD basis set.

## Properties
Kohn-Sham gap ... 4.57 eV
E_LUMO ... -3.58 eV

Structure (ORCA input):
```
! RIJCOSX wB97M-V def2-TZVPD def2/J DEFGRID3
* xyz 0 1
N -1.20685 -0.28965 -1.79366
C -0.28136 -0.20777 -0.84981
C -0.84069 -0.84773 0.49378
C 0.10632 -1.69510 1.24251
O 2.19654 0.36172 0.70088
C -0.63253 0.62214 0.37287
N -1.19583 1.75710 -3.12012
H -1.77559 1.67494 -3.96016
H -1.10780 -1.14560 -2.36232
H 0.77934 -0.26748 -1.11110
H -1.86016 -1.16900 0.45399
H 0.08802 -1.26221 2.24916
H -0.11383 -2.75469 1.35703
H 1.11719 -1.56946 0.84624
H 3.15250 0.22538 0.75628
H -1.53391 1.22747 0.34599
H 0.23874 1.00416 0.90250
H -1.44279 2.55229 -2.54855
H -1.21102 0.81477 -2.53957
H 2.20777 0.37177 3.59572
H 1.88445 0.23886 1.97088
O 1.43149 0.35808 2.99747
*
```

B:
A 2-piece molecular cluster, C4H14N2O2 overall, computed with ωB97M-V with the def2-TZVPD basis set.

## Properties
Kohn-Sham gap ... 10.08 eV
E_LUMO ... 0.76 eV

Structure (ORCA input):
```
! RIJCOSX wB97M-V def2-TZVPD def2/J DEFGRID3
* xyz 0 1
C -0.20902 -1.12750 1.90990
O 0.46394 -1.34268 3.12890
C 0.68502 -1.06546 0.66346
C 0.49589 0.42504 0.03424
C -0.83930 0.66077 -0.58732
N -0.83978 2.22992 -0.77747
N 0.63086 -2.06084 -0.43518
H -0.89438 -0.24989 2.13786
H -0.91985 -2.00376 1.94312
H 1.77234 -1.06898 1.14602
H 0.65546 1.21545 1.00337
H 1.24514 0.69574 -0.66258
H -0.78111 0.19516 -1.62210
H -1.74237 0.27645 -0.12862
H -1.01168 2.72884 -0.00384
H -1.51430 2.28587 -1.54119
H 0.47481 -0.58085 3.69129
H 0.14295 -2.89742 -0.22160
H 1.63629 -2.25122 -0.64519
H 0.01434 2.05342 -3.09480
H 0.45398 0.67824 -2.57604
O 0.08077 1.20368 -3.36224
*
```

Which structure is most stable, and how do the rest compare? From most to least stable: B, A.

A:
A 3-piece molecular cluster, C4H14N2O2 overall, computed with ωB97M-V with the def2-TZVPD basis set.

## Properties
Kohn-Sham gap ... 8.64 eV
E_LUMO ... 0.71 eV

Structure (ORCA input):
```
! RIJCOSX wB97M-V def2-TZVPD def2/J DEFGRID3
* xyz 0 1
C 1.15107 -0.68272 -1.38473
C 1.06538 -0.22536 0.17314
C 0.15449 -1.19257 0.88365
C -0.26524 -0.76656 2.09946
N -1.16916 -1.47194 2.87845
N 0.03495 -0.27216 -2.20122
H 1.52978 -1.69975 -1.48388
H 2.06122 -0.19326 -1.75138
H 2.06833 -0.10642 0.55603
H 0.54771 0.74646 -0.00822
H -0.09627 -2.14477 0.43901
H -0.14459 0.30896 2.31694
H -1.91949 -1.03992 3.37949
H -1.15039 -2.47034 2.78985
H 0.04742 0.72702 -2.31739
H -0.83445 -0.71196 -1.95585
H -2.33426 -0.16676 0.42202
H -2.89213 1.12391 -0.27366
O -2.72621 0.19219 -0.37579
H 1.90089 3.16131 -2.09964
H 1.74282 3.58428 -0.66176
O 1.22812 3.30036 -1.42449
*
```

B:
A 2-piece molecular cluster, C4H14N2O2 overall, computed with ωB97M-V with the def2-TZVPD basis set.

## Properties
Kohn-Sham gap ... 9.65 eV
E_LUMO ... 0.63 eV

Structure (ORCA input):
```
! RIJCOSX wB97M-V def2-TZVPD def2/J DEFGRID3
* xyz 0 1
C -0.40589 -0.33589 1.07518
C 1.03820 -0.56506 0.64912
C 1.49212 -1.52652 -0.47825
N 0.51974 -2.44070 -1.02714
N -0.78974 0.95156 1.61916
C -1.48600 1.87005 0.69103
O -0.62946 2.31043 -0.32921
H -1.26057 -0.73850 0.48828
H -0.64384 -0.98807 1.92503
H 1.50586 0.43308 0.42342
H 1.60411 -0.72882 1.57559
H 2.01052 -1.08475 -1.33967
H 2.26316 -2.10841 0.07241
H -0.05469 -1.96603 -1.71693
H -0.05815 -2.82233 -0.29061
H -0.09789 1.56337 2.05174
H -2.31979 1.32193 0.24374
H -1.80654 2.67584 1.34989
H 0.31001 2.13943 -0.31916
H -0.42642 0.51013 -1.45160
H -0.15901 1.13253 -2.82601
O -0.60574 0.39673 -2.38596
*
```

C:
A 2-piece molecular cluster, C4H14N2O2 overall, computed with ωB97M-V with the def2-TZVPD basis set.

## Properties
Kohn-Sham gap ... 9.20 eV
E_LUMO ... 0.61 eV

Structure (ORCA input):
```
! RIJCOSX wB97M-V def2-TZVPD def2/J DEFGRID3
* xyz 0 1
N -0.61190 2.14086 1.32121
C -0.41322 1.05217 0.40430
C -0.41778 -0.28932 1.16637
C -0.63780 -1.46971 0.22507
O -1.92553 -1.35999 -0.38047
C 0.83250 1.20722 -0.44309
N 0.51269 2.09294 -1.58099
H -0.90596 3.04026 0.99630
H 0.02093 2.15420 2.09817
H -1.29023 0.95721 -0.24296
H -1.22643 -0.30089 1.89579
H 0.54614 -0.31810 1.68268
H -0.55852 -2.40531 0.78390
H 0.15359 -1.47531 -0.51917
H -2.50505 -2.02275 0.01976
H 1.24039 0.25113 -0.77322
H 1.63437 1.72268 0.08814
H -0.38111 1.80283 -1.96711
H 1.21111 2.07703 -2.30306
H 1.64588 -3.04290 0.05768
H 2.28977 -3.03742 -1.35945
O 2.33771 -2.65389 -0.48084
*
```

D:
A 2-piece molecular cluster, C4H14N2O2 overall, computed with ωB97M-V with the def2-TZVPD basis set.

## Properties
Kohn-Sham gap ... 9.87 eV
E_LUMO ... 0.89 eV

Structure (ORCA input):
```
! RIJCOSX wB97M-V def2-TZVPD def2/J DEFGRID3
* xyz 0 1
N -1.83166 -1.79516 0.22367
C -0.67056 -1.10332 -0.33031
C 0.31662 -0.63948 0.73795
C 0.57258 -1.62644 1.86759
O 1.91560 -2.18358 1.76318
C -1.26115 0.15931 -1.01517
N -1.98122 -0.08593 -2.25105
H -1.60993 -2.63697 0.73396
H -2.49877 -1.93941 -0.51738
H -0.15666 -1.66050 -1.12313
H 0.02541 0.35755 1.09287
H 1.24445 -0.44901 0.19520
H -0.10417 -2.46957 1.97580
H 0.62543 -1.13247 2.83908
H 1.93751 -2.74619 0.97248
H -0.44920 0.88889 -1.10043
H -1.94995 0.53672 -0.27740
H -2.91762 0.27141 -2.27432
H -1.86129 -1.02482 -2.61337
H 3.17255 6.64608 -0.97728
H 3.59097 6.31269 0.49573
O 3.89104 6.32018 -0.41767
*
```

Which structure is most stable, and how do the rest compare? From most to least stable: C, D, A, B.

A:
A 2-piece molecular cluster, CH4BrNO overall, computed with ωB97M-V with the def2-TZVPD basis set.

## Properties
Kohn-Sham gap (spin up / spin down) ... 8.90 / 8.90 eV
E_LUMO (spin up / spin down) ... 0.49 / 0.49 eV

Structure (ORCA input):
```
! RIJCOSX wB97M-V def2-TZVPD def2/J DEFGRID3
* xyz 0 1
C 0.80455 1.05677 0.14618
N -1.19059 -0.79638 -0.35930
O -0.18184 -0.28749 -1.00663
Br -0.23864 1.28518 1.60002
H 0.76995 1.82180 -0.68623
H 1.84450 0.77263 0.44322
H -1.96133 -0.19689 -0.30010
H -0.79473 -1.33496 0.53541
*
```

B:
A single CH4BrNO molecule, computed with ωB97M-V with the def2-TZVPD basis set.

## Properties
Kohn-Sham gap ... 10.63 eV
E_LUMO ... 0.90 eV

Structure (ORCA input):
```
! RIJCOSX wB97M-V def2-TZVPD def2/J DEFGRID3
* xyz 0 1
C -0.72282 0.90995 0.83352
N 0.28352 -0.52738 -0.99660
O 0.39207 0.50791 0.00092
Br -2.12753 1.72201 -0.16405
H -0.27054 1.52489 1.53297
H -1.14640 -0.02754 1.31028
H -0.30131 -0.10797 -1.66154
H 1.12426 -0.25321 -1.44386
*
```

Which structure is most stable, and how do the rest compare? From most to least stable: B, A.